# C2H2FLiMgO2

C2H2FLiMgO2 as an isolated structure at a distorted geometry (wB97M-V/def2-TZVPD, OMol25).

Structure (XYZ):
```
9
Properties=species:S:1:pos:R:3:forces:R:3:lowdin_charge:R:1
F 0.414 -0.183 1.991 -0.23 0.89 -1.53 -0.11
C -0.111 -0.270 0.672 -2.73 -2.38 1.44 -0.33
C -1.473 0.034 0.673 0.97 0.78 0.70 -0.12
H -2.127 -0.540 0.010 0.34 0.77 -0.37 0.03
H -1.920 0.504 1.563 -0.15 -0.41 -0.06 0.04
O 1.787 0.208 -0.463 1.68 0.87 -1.13 -0.59
O 1.554 0.369 -1.940 -0.57 0.16 -0.40 -0.61
Li 1.698 -1.425 -1.564 -0.19 1.17 0.81 0.73
Mg 0.178 1.302 -0.942 0.87 -1.85 0.55 0.96
```
Forces are in eV/Å.

Values from the calculation:
**Strongest force on any atom**: 3.9 eV/A
**ΔE to the lowest compared entry with this formula, charge and spin**: 320.2 kJ/mol
**Orbital gap (alpha / beta)**: 5.4 / 5.4 eV
**LUMO energy (alpha / beta)**: -1.0896 / -1.0908 eV